[1]
Density functional theory data (the ωB97M-V functional and the def2-TZVPD basis) for 15 unconnected molecules or ions with the total composition C39H99N12O21.

CARTESIAN COORDINATES (ANGSTROEM)
1 H 2.16303 -0.92566 -4.60615
2 C 4.59703 2.62853 6.06423
3 H -8.11370 2.16235 -0.27883
4 H 0.03342 1.68564 2.32311
5 H 3.56958 -1.89262 1.80613
6 H -2.67030 -0.85254 4.18400
7 H -0.97567 0.95527 6.40781
8 H -2.14409 -2.14099 -5.31156
9 C 0.55644 -3.62900 1.32238
10 H -1.43040 -3.36327 3.05734
11 H -3.34597 3.62194 6.17582
12 C -2.08008 2.37032 5.16276
13 H 3.90523 -6.64010 2.54555
14 H -2.89218 -3.34676 -4.20109
15 H 1.73300 0.53026 0.27618
16 H -4.23964 -4.70734 0.40530
17 C -0.46304 -5.90722 -4.58413
18 N 4.54004 -3.73100 2.57803
19 H 5.41503 3.06523 6.63718
20 H -2.38444 3.30236 -4.95073
21 H 4.31865 -0.01958 -1.47800
22 H 2.56968 3.21044 4.40836
23 H 4.30200 -3.95076 3.53466
24 H -3.37363 4.12150 3.24678
25 H 2.11500 -0.29690 -7.04654
26 H -6.40690 0.77657 0.99002
27 H 1.05308 -0.91166 0.71331
28 H 0.36403 2.45681 0.78760
29 C 0.92216 5.78372 0.30330
30 O 4.39953 -2.31329 -2.47250
31 H -7.03236 -3.03702 -0.15243
32 H 7.76639 -3.30171 -4.28337
33 H 0.47345 -4.40203 -5.64646
34 H -2.22689 -1.85563 -3.61478
35 H -0.80270 8.38588 0.69202
36 H -0.68349 3.91306 -2.22114
37 O 2.99450 3.65879 -1.49251
38 N -4.36491 -3.81946 -0.05954
39 H 5.36961 -2.10377 1.56807
40 C 3.37016 3.55800 2.52548
41 C -2.07020 -2.64626 -4.34857
42 H -7.28421 -3.00619 -1.92231
43 H 0.64921 -4.93728 0.09408
44 H 4.08411 3.05669 1.87199
45 O 5.73704 3.12013 4.04300
46 N -2.13416 -2.97638 3.66983
47 H -3.66416 0.78943 -3.91256
48 N 3.32495 2.78624 3.88900
49 N -0.20744 7.02570 2.26467
50 H -0.68028 6.68639 3.09013
51 C -0.29881 1.75015 1.28699
52 H 2.73051 2.62072 -3.13856
53 C -0.40102 -0.51674 -7.64514
54 H -7.83932 0.53368 -0.82753
55 H 3.79706 4.55911 2.58577
56 O -4.94157 -4.31472 -2.31195
57 H -0.02793 2.28204 5.91391
58 O -0.82096 4.83997 1.61201
59 O 1.51685 -1.65722 4.18407
60 C -6.56095 -2.86250 -1.11960
61 N -6.17434 1.43726 0.26234
62 H -3.02521 2.03723 -0.61238
63 H 3.44017 0.19921 -5.20840
64 H -0.30411 0.39274 -8.23806
65 H -4.81538 -3.15984 0.55858
66 H -4.38564 1.93941 -5.00331
67 H 1.57484 -1.76729 3.23216
68 C -3.43240 1.50626 -4.70030
69 H -3.20276 -2.20955 -0.84880
70 O 4.43822 -4.73629 0.36455
71 H -1.51533 8.86883 2.32166
72 C 5.41211 -1.60984 -2.39194
73 O 2.21913 0.14746 3.17634
74 H 1.82898 6.37332 0.43798
75 H -0.98292 -1.28659 3.36701
76 H -0.46911 -5.20983 4.47085
77 C -1.24781 8.06631 1.63428
78 O 3.02785 1.88515 -2.59808
79 H 0.94651 0.18890 -2.13387
80 H -0.15608 -6.60066 -5.36709
81 O -1.30256 1.20978 -2.80071
82 C 0.29878 -0.24216 -6.29222
83 H -4.26901 3.41565 -0.46146
84 H -1.35193 2.46649 7.18885
85 H -1.13741 -4.47875 -5.99905
86 C 3.23144 -5.94281 2.04765
87 H 0.51228 -3.75329 4.82458
88 O 2.82872 1.87830 -0.35222
89 H -7.16736 1.97840 -1.68549
90 C -3.95255 3.85801 4.13195
91 H 5.76286 0.58722 -2.31775
92 H 0.43497 6.10503 -0.61730
93 H 1.65482 1.21935 -6.67954
94 N 6.64673 -1.79962 -3.31890
95 H 1.15575 4.74105 0.08797
96 C 4.67626 2.84492 4.58257
97 H -2.30114 -3.21524 0.43406
98 H 0.65925 7.46859 2.53447
99 C -0.45359 3.34241 -3.12091
100 H 6.14110 -3.92485 -3.67371
101 H 1.78172 -1.26917 -1.60449
102 H -4.48268 2.94356 3.86578
103 C 7.02559 -3.31677 -3.48394
104 C -1.36786 2.25936 -3.38975
105 H 5.94617 -0.38608 -0.84614
106 H 0.01665 -1.20301 -1.51384
107 N 0.98262 -0.11975 0.09040
108 C -1.66301 -3.37743 5.07295
109 C -1.03693 2.03065 6.24074
110 H -2.94111 1.11907 -5.59295
111 H -0.29098 4.08682 -3.90034
112 C 4.02426 -4.77723 1.50936
113 H 2.34675 3.51996 2.15227
114 H -2.52880 -3.77939 -1.13533
115 C -0.37959 -4.31944 5.09317
116 C 0.93035 -0.61918 -1.40253
117 H -3.04411 -3.35907 3.45617
118 O 1.13447 -4.11915 0.22362
119 H -0.33518 -4.73400 6.10028
120 C -0.36026 0.46088 0.51162
121 N -2.92151 3.64766 5.25970
122 H -2.51445 -1.16917 2.50331
123 H -6.22410 -1.83013 -1.21358
124 H 3.63731 3.08346 6.30934
125 H 5.49220 -4.03444 2.72436
126 C 5.35028 -0.24535 -1.74793
127 H -4.74737 4.53605 4.44280
128 H -2.13796 7.45154 1.50088
129 H -3.68736 2.52073 0.99202
130 C 2.01598 -0.41938 4.23497
131 C 2.38327 0.07749 -4.97124
132 H 4.60383 -1.81211 3.22836
133 O -4.54256 0.34520 -1.14210
134 H 0.04583 -1.33074 -8.21595
135 C -4.81296 1.26620 -0.38232
136 H 2.90123 -6.45999 1.14676
137 H -1.48930 -6.05542 -4.24808
138 N 1.67077 0.26909 -6.33773
139 H -2.25180 4.39856 5.17183
140 O 0.87171 -2.54786 1.73753
141 H -6.27169 2.28787 0.79813
142 H 6.47509 -1.39253 -4.22715
143 C 2.97948 2.45133 -1.42854
144 H 1.98776 0.82149 -4.27977
145 C -0.76132 -3.47052 -4.23748
146 C -3.87061 2.47490 -0.08149
147 O 0.10100 -3.12377 -3.42234
148 O -1.36359 -0.26104 0.42417
149 C -7.36267 1.50821 -0.72171
150 O -2.25974 1.55957 4.22907
151 H 4.46458 1.55004 6.15033
152 H 0.19921 -5.91616 -3.71842
153 C -0.06872 5.77979 1.41479
154 C 4.51317 -2.23755 2.22892
155 O 2.08406 0.16901 5.30841
156 N -0.44726 -4.57169 -5.26751
157 H -3.21440 3.18725 -3.58733
158 C -3.02835 -3.17653 -0.37697
159 O -0.38348 -4.32248 1.75896
160 H 0.55299 2.93395 -3.03111
161 C -2.06201 -1.40369 3.46685
162 H 7.45248 -1.43506 -2.83108
163 H 2.98747 1.83574 3.83643
164 H -1.29115 2.19147 1.37973
165 C -5.27808 -3.79035 -1.25812
166 H 7.53716 -3.57349 -2.55632
167 O -0.29695 -0.46882 -5.28178
168 O -2.31811 -3.04142 6.13136
169 H -1.41558 -0.91016 -7.58200
170 H 2.48850 -5.45278 2.67695
171 N -2.58413 2.67327 -4.18623

Forces on atoms 1 to 6 (eV/Å):
0.009 0.100 -0.193
-1.426 -0.026 -1.111
0.049 -0.057 0.360
0.489 -0.853 -0.066
0.028 -0.558 -0.047
0.777 -0.456 0.535

The value obtained for the electronic energy is -3777.94830 Ha. As for the total charge: +9.

Atomic partial charges in e from the Mulliken method, atoms 1 to 6:
1 H 0.248
2 C -0.811
3 H 0.411
4 H 0.179
5 H -0.055
6 H 0.659

---

[2]
Density functional theory data (the ωB97M-V functional and the def2-TZVPD basis) for 8 unconnected molecules or ions with the total composition C39H99N5O13.

CARTESIAN COORDINATES (ANGSTROEM)
1 H -19.89933 -0.00507 6.81468
2 C -18.88580 -3.59564 -6.91977
3 H -19.13837 -3.76111 -7.96711
4 C -20.94433 -0.03985 7.12266
5 H -17.61826 -2.00191 6.90190
6 O -14.83652 2.63722 9.68230
7 H -17.66084 -3.12747 14.70309
8 H -16.26026 -5.73383 8.70448
9 H -16.67307 -3.04898 -5.15109
10 H -11.38946 -12.02046 7.22314
11 O -15.64019 -2.21423 -1.60768
12 H -15.37136 -1.70701 -3.96423
13 C -11.84053 -6.39162 2.21040
14 H -17.29785 -2.84557 5.48060
15 H -12.75995 -12.21386 6.04892
16 C -16.83786 -3.84092 14.66088
17 H -21.63246 -3.17140 7.97885
18 C -16.49032 -0.52326 -3.06883
19 H -24.26743 -2.05708 6.29558
20 H -12.94472 -4.76921 6.00094
21 C -16.79549 1.27956 9.30036
22 O -17.37484 -3.57799 9.28120
23 C -11.98635 -2.59034 12.24914
24 H -23.98318 0.56725 5.43623
25 H -17.47195 -0.99695 -3.05781
26 H -19.15574 -2.54105 9.85480
27 O -25.97244 -0.83556 5.71656
28 N -12.50215 -2.72706 14.63653
29 H -22.02354 -0.70997 5.24777
30 H -18.34504 -2.38553 -4.80955
31 H -10.76630 -6.46772 2.37877
32 H -17.18465 1.04414 2.41161
33 H -16.28497 0.49145 8.74687
34 C -12.35010 -10.27356 6.39696
35 C -15.90591 1.94489 10.34877
36 H -13.52218 -5.70888 4.78163
37 H -16.08100 -0.52751 -1.03211
38 C -15.62681 -0.91148 -1.94556
39 C -21.96979 0.10078 5.97435
40 C -13.90326 -5.10380 5.60428
41 H -17.44857 -0.21320 -5.39422
42 H -14.52765 -9.81476 6.68934
43 H -10.76422 -5.31403 10.55841
44 C -17.20757 -1.84541 5.90444
45 H -16.00891 -1.02877 -6.17717
46 H -13.87429 -4.13772 2.90844
47 H -11.46884 -10.18936 5.76105
48 O -17.82165 -2.60831 -6.88239
49 H -14.78734 -4.22040 16.42168
50 C -17.89164 0.47960 3.01953
51 O -12.02617 -9.43462 7.43033
52 H -11.09914 -9.19349 7.36658
53 H -19.39187 1.12133 4.33092
54 H -13.80087 -1.72808 15.84854
55 H -14.10469 -8.41386 0.28874
56 H -15.83781 0.38890 11.87233
57 O -15.64087 -3.18639 14.92901
58 H -13.82660 -8.51405 2.04628
59 H -25.65336 -1.87598 7.42176
60 H -27.72760 -1.51733 6.48905
61 O -21.16739 -1.26844 7.88590
62 H -15.57582 -3.99117 6.97453
63 N -15.08159 -4.66966 7.53622
64 H -15.61853 -6.33633 6.35152
65 H -21.09524 0.84076 7.74704
66 H -13.29249 -1.28541 13.25656
67 H -14.32453 0.56779 10.83684
68 H -23.59005 -0.58325 8.13343
69 H -17.34003 2.63184 4.63072
70 H -14.64347 1.62443 12.08950
71 H -14.01711 -10.10370 4.97442
72 H -14.33258 3.09463 10.35937
73 C -17.06162 -0.34615 4.04675
74 H -17.61871 0.78417 9.81514
75 C -14.94016 -2.56095 -0.45519
76 H -19.90528 6.51415 5.95033
77 H -9.92293 -3.71566 10.91513
78 H -16.50391 2.64647 10.93040
79 H -26.85012 -2.66257 5.46215
80 H -17.95620 3.42250 3.32590
81 C -13.04434 -2.34392 13.33464
82 O -11.96948 -3.92725 11.73027
83 H -16.61126 0.55789 -3.00111
84 H -13.98699 -6.51305 7.16727
85 H -17.88136 -2.42688 10.94480
86 O -17.85153 -0.78987 5.12334
87 H -17.70060 -1.46933 9.49558
88 H -18.48388 -0.29063 2.52547
89 H -14.64988 -0.43560 -1.86041
90 H -12.41955 -7.93826 -0.67018
91 H -12.39365 -6.56478 3.13353
92 C -18.07235 -2.42246 9.87167
93 N -18.82344 1.43797 3.55844
94 H -16.69808 -4.23190 13.65306
95 N -23.38944 0.56280 6.25327
96 H -16.34549 0.38338 4.42497
97 H -17.12481 2.04402 8.59662
98 C -13.49423 -2.74989 15.62498
99 C -13.71841 -9.75173 5.96184
100 H -13.08579 -3.14198 4.12019
101 H -13.99242 -2.81614 13.07722
102 H -20.32331 3.22865 4.70868
103 H -14.61243 -5.29511 9.34998
104 H -20.88971 5.07717 6.06693
105 H -16.19429 -1.55207 6.17887
106 H -21.30763 -2.62075 6.30595
107 C -12.38475 -11.68880 6.92735
108 C -15.53828 -4.94030 8.89722
109 H -11.62700 -8.34651 1.45056
110 C -12.24921 -7.49072 1.18869
111 C -25.03043 -1.37908 6.67802
112 C -18.27682 2.70145 4.07784
113 H -12.13149 -1.86890 11.44505
114 H -13.61225 -8.67179 5.85904
115 C -19.28524 3.39327 4.99751
116 H -14.66623 -2.77253 3.20882
117 H -21.60020 0.98962 5.46302
118 O -11.83204 -7.40098 -0.13375
119 H -15.15194 -1.97966 0.44222
120 H -12.86826 -11.77057 7.90081
121 H -20.01501 -2.86930 7.41910
122 H -14.23374 -6.94775 1.12034
123 H -19.07738 3.15428 6.04047
124 C -13.69798 -7.89626 1.15752
125 O -18.98218 4.85762 5.10791
126 H -11.10419 -3.88693 9.75451
127 H -19.37346 5.23123 7.03304
128 H -13.87136 -2.64032 -0.65384
129 H -12.11357 -3.65366 14.53397
130 C -15.16972 1.05349 11.32452
131 C -24.16733 -0.21685 7.28455
132 C -15.96429 -3.79603 9.74861
133 H -15.26899 -3.57629 -0.23373
134 H -16.48796 -1.05585 3.45064
135 O -14.65418 -4.10449 4.91621
136 H -18.45544 -4.51419 -6.52081
137 H -10.97067 -2.39930 12.59554
138 H -27.64771 -1.30149 4.71518
139 C -14.73782 -5.83798 6.75662
140 C -10.86144 -4.24624 10.75454
141 H -12.89682 -2.98122 16.50685
142 H -11.99626 -5.39221 1.80416
143 C -17.48663 -2.40296 -5.48106
144 H -15.29536 -2.93601 9.77996
145 C -27.09801 -1.61068 5.60418
146 C -21.03933 -2.50206 7.35573
147 H -15.93038 -4.10666 10.79286
148 C -14.05642 -3.48606 3.76299
149 H -19.81774 -3.46346 -6.37010
150 H -14.36521 -4.67129 14.80670
151 C -19.85938 5.43266 6.07837
152 C -16.79075 -1.08196 -5.41955
153 C -14.54118 -3.80503 15.44446
154 H -17.02745 -4.72410 15.27093
155 H -24.88874 0.46888 7.72891
156 N -15.82494 -0.86117 -4.27874

Forces on atoms 1 to 6 (eV/Å):
-0.044 -0.118 -0.649
1.289 -0.633 -0.832
0.072 0.080 0.031
-1.573 -1.656 -0.228
-0.955 0.690 -0.060
-0.610 0.464 -0.630

The SMILES is COCCNCCOC.COCCNCCOC.COCCNCCOC.COCCNCCOC.COCCNCCOC.CC(C)O.CC(C)O.CC(C)O. The value obtained for the electronic energy is -2796.68259 Ha.

Atomic partial charges in e from the Mulliken method, atoms 1 to 6:
1 H 0.073
2 C -0.764
3 H 0.275
4 C -0.134
5 H -0.008
6 O -0.594

---

[3]
Density functional theory data (the ωB97M-V functional and the def2-TZVPD basis) for a molecular structure, C3Ag7O9.

CARTESIAN COORDINATES (ANGSTROEM)
1 O 2.39884 0.35049 1.39501
2 C -1.45166 1.52659 -3.03606
3 Ag 0.84229 -0.78099 3.52747
4 Ag 1.31009 0.96412 -2.67168
5 O 0.93168 0.84514 -0.19919
6 Ag 1.15542 -3.31618 0.59525
7 Ag 4.42759 -0.81414 0.84556
8 O -2.47223 -0.27447 1.54003
9 O -0.95539 1.15153 -1.91650
10 O -2.66037 1.77173 -3.21913
11 O -0.60761 2.07144 -3.86536
12 O 0.71190 -0.95121 0.94204
13 C -2.15345 -1.46039 1.85236
14 Ag 2.92613 2.20712 0.34413
15 O -2.54747 -2.43450 1.19819
16 Ag -0.74758 -1.31780 -0.94278
17 Ag -1.05421 2.13343 0.02925
18 O -1.33303 -1.84310 2.72754
19 C 1.27904 0.17121 0.85386

Forces on atoms 1 to 6 (eV/Å):
2.345 1.041 2.734
-2.367 4.881 -2.715
-1.154 -0.467 -0.615
-1.237 0.675 -0.527
0.784 1.819 1.384
-0.322 0.564 0.227

The value obtained for the electronic energy is -1819.65079 Ha. As for the total charge: +1.

Atomic partial charges in e from the Mulliken method, atoms 1 to 6:
1 O -0.742
2 C 0.633
3 Ag 0.615
4 Ag 0.485
5 O -0.577
6 Ag 0.477

---

[4]
Density functional theory data (the ωB97M-V functional and the def2-TZVPD basis) for a molecular structure, C3Br3ClO.

CARTESIAN COORDINATES (ANGSTROEM)
1 O -0.33193 1.30346 -0.00783
2 C 2.30531 0.04167 -1.58273
3 C -0.88506 0.31089 -0.03118
4 Br 2.10536 1.05164 0.02498
5 Br -2.41996 -0.33296 -0.92730
6 C 2.21700 -0.92559 -2.33863
7 Br -0.94553 -0.97162 1.28096
8 Cl 1.98170 -1.79710 -3.65424

Forces on atoms 1 to 6 (eV/Å):
-0.172 3.190 -0.815
-0.509 -1.010 1.162
-3.194 -2.440 0.755
2.889 -1.317 -2.119
-1.233 1.001 -3.066
0.189 3.355 2.233

The value obtained for the electronic energy is -8371.62432 Ha.

Atomic partial charges in e from the Mulliken method, atoms 1 to 6:
1 O -0.318
2 C -0.454
3 C 0.475
4 Br -0.030
5 Br -0.101
6 C 0.627

---

Calculated values (hartree) of orbital gap for the records, taken in order: 0.194 0.319 0.084 0.336.
Calculated values (eV/Å) of largest force on an atom for the records, taken in order: 7.86 4.54 6.07 4.09.
Calculated values (kJ/mol) of energy relative to the best compared isomer or geometry (same formula, charge and spin) for the records, taken in order: 638.2 805.4 269.8 288.6.